77
Properties=species:S:1:pos:R:3:forces:R:3 method="wB97M-V/def2-TZVPD" gap_ha=0.3410 spin_multiplicity=1 lumo_energy_ev=0.57 homo_energy_ev=-8.71 smiles="CC(C)CC[C@@](CCC(=O)O)(N[PH2]=O)[C@H](Br)O[C@H](C)[PH2]=S.CC(C)=O.CC(C)=O.CC(C)=O" charge=0
H 0.8716 -5.6915 7.8691 0.116 0.016 0.028
H 1.2593 -2.7132 5.5165 -0.008 0.004 -0.009
C -1.8297 -2.7687 0.6953 0.165 0.179 -0.026
H 0.6297 -1.6423 -7.2918 -0.016 -0.107 -0.057
H 1.3983 -3.1492 7.2320 0.105 -0.041 0.042
P 0.1156 -0.5913 -2.3163 0.756 -0.895 0.258
H 2.1030 -6.2360 6.7136 0.035 0.052 0.103
H -2.2304 -1.8252 0.3410 -0.100 0.051 -0.061
H -1.8945 -1.6437 -8.1724 0.046 -0.108 -0.036
Br -2.5784 1.7336 -2.5405 -0.042 -0.031 -0.045
O -0.1829 -1.3521 1.6570 -0.609 -0.719 -0.583
H -4.4057 2.8783 2.1413 0.150 0.327 0.020
C 2.9192 2.4444 2.2728 0.006 -0.084 -0.604
H 0.4194 -6.7695 6.5330 -0.009 0.000 -0.009
H -0.2294 1.8050 1.2458 -0.239 0.065 -0.041
C -1.4140 2.1270 -0.9929 0.586 -0.366 -0.291
C 1.8521 1.5356 1.6348 -0.132 0.315 0.668
S -3.6848 0.4737 0.9435 -0.140 -0.032 0.088
C 1.0588 -5.9398 6.8234 -0.141 -0.070 -0.126
C 0.2421 -1.9889 -6.3324 0.005 0.127 0.165
O -1.7059 3.3694 -0.4526 -0.090 -0.086 -0.406
O 2.6886 0.6734 -3.4527 -0.338 0.412 0.276
H 0.3157 0.3431 2.6733 0.170 0.242 0.262
H -3.7855 3.4256 -0.6690 0.001 -0.496 -0.200
C 0.3996 2.5832 -2.7394 0.581 0.145 -0.022
H 2.8613 3.4439 1.8450 0.050 0.182 -0.009
H 1.9848 3.1105 -4.0661 0.027 -0.031 -0.127
C 1.8929 2.8904 -3.0021 -0.385 -0.057 -0.471
H 0.2858 -3.0785 -6.3070 0.013 -0.014 -0.109
H -3.0902 5.6570 -0.1695 -0.168 0.105 -0.094
C 1.3947 0.4131 2.5922 0.886 0.362 -0.083
O 0.9637 -1.7916 -2.1086 0.036 -0.090 0.052
C -0.5846 -2.4839 1.4998 -0.224 -0.303 -0.189
H 0.2460 -0.0983 -3.6080 -0.272 0.500 0.117
H 3.0831 -0.0533 -2.9499 0.227 -0.236 -0.101
H -1.6357 1.3125 -0.3095 -0.283 0.038 0.028
C 1.5655 -3.4928 6.2101 -0.119 0.053 -0.153
C 0.8743 2.8577 -0.3220 0.074 -0.089 0.660
H 0.4528 -4.3419 1.2953 -0.101 -0.036 -0.005
H -1.2423 -0.9176 -2.1640 -0.078 0.267 0.004
C 0.6729 2.4062 1.1397 0.270 -0.600 -0.330
H 1.7272 -0.5503 2.2120 -0.005 0.132 0.145
H -2.1725 5.1296 1.2160 0.023 0.053 0.184
P -3.3243 2.3165 1.4428 -0.440 -1.039 -0.077
C 2.8537 1.7794 -2.6878 1.104 0.062 0.963
H 0.5612 3.2681 1.7918 -0.100 0.136 0.144
H 3.9164 2.0823 2.0377 0.182 -0.112 0.259
C -2.1872 -1.9898 -7.1801 -0.118 0.116 0.117
C 0.1328 -3.6676 2.0920 0.107 0.237 -0.028
H 2.1946 3.7881 -2.4799 0.217 -0.010 0.234
H 1.0059 -3.3245 2.6411 0.019 -0.012 0.029
H -2.5781 -3.2689 1.3115 0.038 -0.103 -0.029
H -1.5812 -3.4020 -0.1582 -0.024 -0.102 0.058
C -1.1831 -1.5256 -6.1541 0.076 -0.084 -0.054
H 0.6479 3.9116 -0.4511 -0.254 0.102 -0.073
H 0.8618 -1.5917 -5.5316 0.002 -0.014 0.015
H 2.6294 -3.6942 6.0762 0.024 -0.006 0.118
H 0.0164 1.9753 -3.5494 -0.115 -0.203 0.043
C 0.0948 2.0151 -1.3523 0.234 0.626 0.327
H -0.5240 -4.2029 2.7748 -0.016 -0.094 -0.032
C -3.0008 3.5191 0.0795 -0.160 0.989 0.881
H -3.9371 5.0701 1.2920 -0.231 0.121 -0.033
H 2.3224 1.0581 0.7815 -0.104 0.015 -0.308
H 1.9365 2.7537 -0.5154 0.099 -0.048 -0.217
C -3.0790 4.9399 0.6442 0.643 -0.309 -0.069
H 0.2658 0.2238 -0.3141 0.358 0.133 0.456
O 3.7264 1.8520 -1.8391 -0.981 -0.189 -0.871
C 0.7648 -4.7454 5.9479 0.097 0.035 0.083
H -0.1286 3.5318 -2.8073 -0.096 0.128 -0.032
H -2.2361 -3.0795 -7.1875 0.069 -0.014 -0.098
O -1.5066 -0.8169 -5.2303 -0.082 0.081 0.070
H 2.7955 2.5220 3.3483 -0.026 0.042 0.161
N 0.5572 0.6208 -1.2050 -1.152 -0.155 -1.179
H -3.1682 -1.5895 -6.9364 -0.002 0.007 0.011
O -0.0705 -4.7884 5.0776 -0.120 -0.060 -0.016
H -2.2454 2.4339 2.3368 0.007 0.435 -0.072
H 1.8554 0.5318 3.5683 -0.085 0.151 0.310